{"formula": "C8H9O4PS", "method": "wB97M-V/def2-TZVPD", "species": ["C", "C", "C", "C", "C", "C", "C", "C", "O", "O", "O", "O", "P", "S", "H", "H", "H", "H", "H", "H", "H", "H", "H"], "positions_angstrom": [[0.9248, -2.2773, -3.0304], [-0.3670, -2.2060, -2.4454], [2.0215, -1.9070, -2.3223], [-0.4894, -1.8294, -1.1241], [1.8780, -1.4975, -1.0050], [0.6031, -1.4896, -0.3503], [-2.0970, 2.5080, 2.5410], [0.1825, 1.8029, 2.2283], [-1.4090, 1.1344, -0.1058], [0.6165, 3.0625, 2.1785], [1.0639, 1.4323, -0.4919], [-1.1102, 1.6609, 3.0088], [-0.0628, 1.1744, 0.4957], [0.4821, -0.8363, 1.2986], [1.0439, -2.7243, -3.9342], [-1.2242, -2.3770, -3.0780], [3.0066, -1.7783, -2.6976], [-1.4750, -1.8554, -0.8322], [2.6915, -0.9740, -0.4212], [-2.2714, 3.3171, 3.2700], [-3.0493, 1.8661, 2.6515], [-1.8322, 2.8235, 1.5321], [0.8731, 0.9699, 2.6339]], "forces_ev_per_angstrom": [[-2.14, 0.21, 1.81], [2.24, 0.00, -0.79], [0.43, 0.85, 2.00], [0.71, -0.51, -1.29], [-0.61, 1.19, 1.69], [1.58, 0.10, -0.17], [-1.44, -1.12, 1.05], [0.45, 2.32, 0.13], [-1.57, -0.04, -0.01], [-0.30, -1.47, 0.58], [-0.51, 0.08, 1.18], [1.80, -1.08, 0.03], [2.04, 0.01, -1.63], [-0.09, -1.59, -0.71], [0.19, -0.85, -2.95], [-0.24, -0.26, 0.11], [0.67, -0.36, -0.84], [-1.92, 0.48, 1.58], [-0.80, -0.94, -0.85], [0.26, 0.45, -0.46], [0.83, 1.01, -0.92], [-0.78, 0.35, 0.08], [-0.80, 1.17, 0.37]], "charge": -2, "multiplicity": 1, "largest_force_ev_per_a": 3.1, "smiles": "CO[C@H]([O-])[P@@](=O)([O-])Sc1ccccc1", "gap_ev": 5.277, "relative_energy_ev": 0.0000, "total_energy_ev": -36755.5358}